# C14H25HfO2P

A molecular structure, C14H25HfO2P at a distorted geometry (the ωB97M-V functional and the def2-TZVPD basis, the Open Molecules 2025 dataset).

Net charge   +4
LUMO level   -17.80 eV
E_tot   -1086.038147 hartree
Gap between HOMO and LUMO   4.4 eV
F_max   7.2 eV/Å
HOMO energy   -22.2 eV

Last column: Löwdin charge in e.
Cartesian coordinates (Å):
C: 2.77424 -2.58059 1.69024  -0.09
C: 3.01951 -1.00638 1.61284  -0.15
C: 3.26944 -0.71321 0.05580  -0.29
O: 3.48809 0.69435 -0.07208  -0.36
P: 2.15589 1.49267 -0.80392  0.94
C: 0.70854 2.51721 -1.54843  -0.23
O: -0.35995 1.72863 -2.14066  0.05
C: -0.85614 0.72157 -1.39773  -0.10
C: -0.60825 -0.70329 -1.88730  0.09
C: -1.15873 -1.87189 -1.17785  -0.21
C: -0.95265 -3.36322 -1.71862  -0.07
C: -2.00775 -1.71295 0.11684  0.05
C: -2.24756 -0.35593 0.58460  0.06
C: -1.70828 0.86400 -0.12378  0.04
C: -2.07876 2.23503 0.44588  -0.29
C: -1.91406 2.13311 2.05390  -0.01
C: -3.64227 2.58927 0.13887  0.03
H: 2.35944 -2.84147 2.70056  0.12
H: 3.75857 -3.06666 1.45686  0.13
H: 2.03618 -2.78366 0.81060  -0.11
H: 3.90501 -0.68913 2.22927  0.16
H: 2.09602 -0.42539 1.87980  0.11
H: 4.18164 -1.27106 -0.31767  0.16
H: 2.33217 -1.01859 -0.49974  0.06
H: 2.93242 2.70570 -0.79188  0.13
H: 2.20557 0.60518 -1.91823  0.09
H: 1.36416 1.20129 0.37097  0.09
H: 0.38340 3.26407 -0.77460  0.12
H: 1.15583 3.12656 -2.39481  0.15
H: -0.00185 -0.88707 -2.81019  0.15
H: -0.28323 -4.02248 -1.05652  -0.21
H: -1.96045 -3.88985 -1.74292  0.16
H: -0.60257 -3.36286 -2.79742  0.15
H: -2.41094 -2.62890 0.61724  0.13
H: -2.86961 -0.25488 1.51309  0.15
H: -1.49220 3.09323 0.03755  0.13
H: -1.07220 1.45392 2.35993  0.09
H: -1.73614 3.17612 2.43926  0.13
H: -2.85067 1.76375 2.54718  0.10
H: -3.74040 3.69973 0.32593  0.13
H: -3.87578 2.44349 -0.95732  0.11
H: -4.34140 2.01937 0.80215  0.11
Hf: 0.64569 -4.07877 0.14231  1.98